Record 1
{
  "formula": "C16H23CrF6N8O6PS5",
  "method": "wB97M-V/def2-TZVPD",
  "e_above_lowest_kcal_mol": 0.0,
  "charge": -1,
  "multiplicity": 6,
  "energy_ha": -5489.156189,
  "gap_ev": [4.499, 7.472],
  "species": ["Cr", "C", "C", "O", "P", "S", "S", "O", "C", "C", "H", "H", "H", "H", "H", "H", "H", "H", "H", "H", "N", "C", "C", "N", "C", "C", "N", "C", "C", "N", "H", "H", "H", "H", "H", "H", "F", "C", "F", "F", "S", "O", "O", "N", "S", "O", "O", "C", "F", "F", "F", "C", "C", "C", "N", "N", "C", "N", "S", "H", "H", "H", "H", "H", "H", "H"],
  "positions_angstrom": [[-1.60, -0.15, -0.85], [-0.57, 3.91, 2.50], [-1.70, 3.02, 3.04], [-1.43, 1.63, 2.78], [-2.51, 0.68, 2.04], [-1.43, -0.92, 1.63], [-3.45, 1.53, 0.60], [-3.64, 0.24, 3.14], [-3.30, -0.58, 4.26], [-3.57, -2.05, 4.09], [-0.70, 4.96, 2.78], [-0.65, 3.89, 1.44], [0.39, 3.46, 2.77], [-2.67, 3.30, 2.61], [-1.75, 3.15, 4.14], [-3.88, -0.18, 5.11], [-2.28, -0.39, 4.57], [-4.64, -2.18, 3.98], [-3.23, -2.47, 5.03], [-3.03, -2.49, 3.29], [0.26, -1.75, -4.08], [1.24, -0.73, -3.86], [0.66, 0.14, -3.00], [-0.60, -0.29, -2.62], [-0.73, -1.54, -3.12], [-1.77, -2.32, -2.63], [-2.44, -1.89, -1.58], [-3.31, -2.86, -1.16], [-3.16, -3.95, -1.97], [-2.11, -3.64, -2.86], [0.66, -2.65, -4.28], [2.16, -0.67, -4.40], [1.00, 1.10, -2.69], [-3.88, -2.73, -0.24], [-3.58, -4.94, -1.88], [-1.92, -4.11, -3.73], [5.48, 0.27, 0.60], [5.26, -1.06, 0.62], [4.51, -1.31, 1.71], [6.39, -1.68, 0.71], [4.37, -1.45, -0.92], [3.14, -0.70, -0.79], [5.28, -1.11, -1.97], [4.28, -2.98, -0.78], [3.02, -3.90, -0.89], [1.85, -3.40, -1.55], [3.45, -5.22, -1.22], [2.54, -4.03, 0.91], [1.60, -4.96, 1.10], [3.62, -4.38, 1.62], [2.08, -2.86, 1.41], [-0.26, 5.99, -1.62], [0.28, 4.79, -2.35], [0.32, 3.53, -1.49], [-0.65, 2.69, -1.33], [-0.32, 1.63, -0.51], [0.89, 1.73, 0.01], [1.47, 0.88, 0.89], [1.76, 3.15, -0.58], [-0.40, 6.81, -2.29], [0.49, 6.26, -0.91], [-1.21, 5.71, -1.13], [1.26, 4.97, -2.82], [-0.38, 4.44, -3.15], [0.79, 0.23, 1.40], [2.26, 0.46, 0.49]]
}

Record 2
{
  "formula": "C39H43BrN5Pd",
  "method": "wB97M-V/def2-TZVPD",
  "e_above_lowest_kcal_mol": 19.1,
  "charge": 1,
  "multiplicity": 5,
  "energy_ha": -4487.326907,
  "gap_ev": [7.716, 6.599],
  "species": ["Pd", "C", "C", "C", "C", "C", "C", "C", "N", "C", "N", "C", "C", "C", "C", "C", "C", "C", "N", "C", "C", "C", "C", "C", "C", "C", "H", "H", "H", "H", "H", "H", "H", "H", "H", "H", "H", "H", "H", "H", "H", "H", "H", "H", "H", "H", "H", "H", "Br", "C", "C", "C", "C", "C", "N", "H", "H", "H", "H", "C", "C", "C", "C", "C", "C", "C", "C", "C", "C", "C", "C", "N", "H", "H", "H", "H", "H", "H", "H", "H", "H", "H", "H", "H", "H", "H", "H", "H", "H"],
  "positions_angstrom": [[-0.05, 0.04, -0.09], [2.19, 4.55, 2.21], [1.07, 5.49, 2.54], [1.27, 6.53, 3.43], [0.26, 7.43, 3.73], [-0.99, 7.29, 3.14], [-1.21, 6.26, 2.25], [-0.20, 5.36, 1.95], [-0.46, 4.37, 0.97], [-0.27, 3.02, 1.10], [-0.29, 2.55, 2.36], [-0.05, 1.27, 2.88], [0.29, 0.17, 2.09], [0.63, -1.03, 2.69], [0.61, -1.17, 4.07], [0.21, -0.09, 4.84], [-0.12, 1.13, 4.28], [-0.57, 2.26, 5.16], [-0.11, 2.27, 0.05], [-0.16, 2.80, -1.25], [1.03, 2.92, -1.98], [1.02, 3.44, -3.26], [-0.18, 3.87, -3.81], [-1.36, 3.72, -3.11], [-1.38, 3.18, -1.83], [-2.67, 2.96, -1.10], [3.15, 5.00, 2.46], [2.18, 4.30, 1.15], [2.10, 3.62, 2.78], [2.24, 6.66, 3.89], [0.44, 8.24, 4.42], [-1.78, 7.99, 3.38], [-2.17, 6.15, 1.76], [-0.58, 4.70, 0.03], [-0.47, 3.26, 3.07], [0.91, -1.89, 2.10], [0.89, -2.10, 4.53], [0.16, -0.20, 5.92], [-0.66, 1.91, 6.18], [-1.54, 2.64, 4.84], [0.15, 3.09, 5.15], [1.96, 2.61, -1.52], [1.94, 3.51, -3.82], [-0.19, 4.31, -4.79], [-2.29, 4.04, -3.56], [-3.51, 2.97, -1.79], [-2.85, 3.74, -0.35], [-2.65, 2.00, -0.57], [1.51, -2.14, -0.78], [2.87, -0.89, -0.27], [4.21, -1.25, -0.24], [5.12, -0.27, 0.12], [4.65, 1.00, 0.43], [3.29, 1.24, 0.38], [2.40, 0.32, 0.01], [4.51, -2.25, -0.51], [6.18, -0.49, 0.16], [5.33, 1.80, 0.70], [2.88, 2.22, 0.63], [-3.13, 0.29, -3.83], [-2.21, -0.89, -3.49], [-0.80, -0.40, -3.16], [-2.92, -1.73, -2.46], [-3.79, -2.68, -2.94], [-4.59, -3.43, -2.10], [-4.54, -3.20, -0.73], [-3.73, -2.25, -0.17], [-3.82, -2.08, 1.33], [-2.80, -1.15, 1.97], [-5.24, -1.63, 1.73], [-2.82, -1.49, -1.02], [-1.97, -0.66, -0.54], [-2.70, 0.90, -4.62], [-3.26, 0.91, -2.95], [-4.10, -0.08, -4.15], [-2.12, -1.52, -4.39], [-0.81, 0.32, -2.33], [-0.40, 0.11, -4.04], [-0.16, -1.26, -2.93], [-3.85, -2.85, -4.01], [-5.25, -4.18, -2.49], [-5.18, -3.79, -0.09], [-3.66, -3.08, 1.77], [-2.90, -0.13, 1.59], [-1.78, -1.50, 1.77], [-2.94, -1.12, 3.05], [-5.47, -0.66, 1.31], [-5.30, -1.56, 2.82], [-5.99, -2.34, 1.40]]
}

Record 3
{
  "formula": "C29H55Br2F4INO6P2",
  "method": "wB97M-V/def2-TZVPD",
  "charge": 1,
  "energy_ha": -8171.467220,
  "gap_ev": 7.462,
  "species": ["C", "C", "C", "C", "O", "C", "P", "C", "O", "N", "F", "C", "C", "C", "C", "O", "C", "C", "O", "C", "C", "C", "C", "C", "F", "Br", "C", "F", "F", "Br", "O", "C", "C", "C", "C", "I", "P", "C", "C", "C", "H", "H", "H", "H", "H", "H", "H", "H", "H", "H", "H", "H", "H", "H", "H", "H", "H", "H", "H", "H", "H", "H", "H", "H", "H", "H", "H", "H", "H", "H", "H", "H", "H", "H", "H", "H", "H", "H", "H", "H", "H", "H", "H", "H", "H", "C", "C", "O", "C", "C", "H", "H", "H", "H", "H", "H", "H", "H", "H", "H"],
  "positions_angstrom": [[-4.02, 1.12, 1.81], [-2.82, 2.06, 2.36], [-2.31, 2.95, 1.11], [-1.04, 2.28, 0.35], [-1.13, 0.85, 0.49], [-0.39, 0.10, -0.47], [-1.01, 0.34, -2.29], [-2.72, 1.20, -2.30], [-0.02, 1.43, -3.16], [1.09, 0.48, -0.47], [1.56, 0.72, 0.81], [1.94, -0.48, -1.27], [3.51, -0.28, -0.86], [4.01, 1.24, -0.96], [4.37, 1.75, -2.43], [5.04, 0.78, -3.27], [5.16, 1.37, -4.59], [3.88, 1.25, -5.52], [6.21, 1.90, -5.00], [1.44, -1.99, -1.35], [2.63, -3.02, -0.92], [0.99, -2.37, -2.88], [1.99, -3.33, -3.67], [1.48, -3.63, -5.18], [2.55, -4.39, -5.79], [1.27, -2.01, -6.30], [0.19, -4.57, -5.26], [-1.03, -3.94, -4.87], [0.46, -5.77, -4.51], [-0.12, -5.20, -7.14], [0.34, -2.40, -0.53], [-0.57, -1.46, 0.02], [-2.13, -1.79, -0.24], [-2.43, -2.82, -1.43], [-4.07, -2.88, -1.53], [-1.90, -4.91, -0.95], [-0.29, -1.58, 1.94], [1.52, -1.99, 2.35], [-1.18, -3.07, 2.70], [-2.44, -2.45, 3.54], [-4.45, 1.58, 0.86], [-3.52, 0.12, 1.48], [-4.84, 0.95, 2.59], [-3.23, 2.71, 3.22], [-1.96, 1.45, 2.83], [-1.94, 3.95, 1.57], [-3.11, 3.19, 0.34], [-0.12, 2.62, 0.95], [-0.89, 2.68, -0.71], [-2.49, 2.33, -2.38], [-3.30, 1.06, -1.33], [-3.33, 0.95, -3.25], [-0.38, 2.35, -3.19], [1.21, 1.41, -0.93], [1.92, -0.07, -2.35], [3.68, -0.67, 0.20], [4.21, -0.87, -1.56], [3.28, 2.00, -0.51], [4.96, 1.32, -0.31], [5.09, 2.64, -2.31], [3.42, 2.21, -2.90], [2.98, 1.64, -4.94], [3.98, 1.82, -6.52], [3.69, 0.13, -5.70], [2.22, -4.09, -1.06], [3.57, -2.92, -1.55], [2.93, -2.93, 0.17], [-0.02, -2.93, -2.84], [0.81, -1.45, -3.53], [3.00, -2.81, -3.81], [2.10, -4.39, -3.22], [-2.67, -2.23, 0.68], [-2.76, -0.85, -0.47], [-2.10, -2.49, -2.47], [-4.54, -1.84, -1.54], [-4.38, -3.51, -0.61], [-4.33, -3.52, -2.44], [2.30, -1.48, 1.70], [1.64, -3.12, 2.13], [1.73, -1.89, 3.48], [-1.64, -3.77, 1.93], [-0.55, -3.63, 3.49], [-2.22, -1.32, 3.68], [-2.53, -2.87, 4.60], [-3.42, -2.50, 2.95], [-1.40, 3.42, 7.69], [-1.34, 3.00, 6.23], [-1.91, 3.96, 5.34], [-1.31, 5.25, 5.34], [0.16, 5.24, 4.95], [-2.43, 3.61, 7.99], [-0.98, 2.64, 8.33], [-0.83, 4.34, 7.88], [-1.91, 2.08, 6.11], [-0.31, 2.77, 5.93], [-1.46, 5.74, 6.30], [-1.87, 5.84, 4.60], [0.76, 4.66, 5.66], [0.55, 6.26, 4.93], [0.29, 4.78, 3.97]]
}

Record 4
{
  "formula": "C32H67O9S",
  "method": "wB97M-V/def2-TZVPD",
  "charge": 1,
  "energy_ha": -2334.524940,
  "gap_ev": 7.731,
  "species": ["C", "C", "S", "O", "C", "C", "C", "C", "C", "C", "H", "H", "H", "H", "H", "H", "H", "H", "H", "H", "H", "H", "H", "H", "H", "H", "H", "H", "H", "C", "C", "O", "C", "H", "H", "H", "H", "H", "H", "C", "C", "O", "C", "H", "H", "H", "H", "H", "H", "C", "C", "O", "C", "H", "H", "H", "H", "H", "H", "C", "C", "O", "C", "H", "H", "H", "H", "H", "H", "C", "C", "O", "C", "H", "H", "H", "H", "H", "H", "C", "C", "O", "C", "H", "H", "H", "H", "H", "H", "C", "C", "O", "C", "H", "H", "H", "H", "H", "H", "C", "C", "O", "C", "H", "H", "H", "H", "H", "H"],
  "positions_angstrom": [[0.54, -4.30, -1.68], [1.60, -4.66, -0.65], [2.14, -3.19, 0.21], [3.65, -3.09, -0.22], [4.07, -1.68, -0.43], [3.23, -0.94, -1.47], [2.37, 0.10, -0.76], [4.21, -0.31, -2.49], [3.45, 0.60, -3.47], [4.91, -1.45, -3.26], [0.93, -3.57, -2.39], [-0.36, -3.92, -1.22], [0.32, -5.20, -2.24], [2.49, -5.04, -1.14], [1.27, -5.40, 0.07], [2.17, -3.58, 1.50], [4.07, -1.17, 0.53], [5.10, -1.78, -0.75], [2.60, -1.64, -2.03], [2.98, 0.74, -0.12], [1.82, 0.72, -1.46], [1.64, -0.36, -0.10], [4.94, 0.26, -1.94], [2.39, 0.37, -3.47], [3.56, 1.65, -3.22], [3.79, 0.46, -4.49], [4.32, -2.37, -3.23], [5.09, -1.19, -4.29], [5.88, -1.68, -2.82], [-0.11, -3.67, 3.54], [-0.08, -2.17, 3.36], [-0.07, -1.67, 2.25], [-0.06, -1.32, 4.59], [-0.13, -4.15, 2.56], [0.77, -3.99, 4.10], [-0.99, -3.96, 4.10], [0.82, -1.55, 5.19], [-0.94, -1.52, 5.20], [-0.04, -0.27, 4.31], [-1.11, 1.50, 0.84], [-0.13, 2.65, 0.76], [1.03, 2.51, 1.06], [-0.68, 3.96, 0.27], [-0.61, 0.60, 1.20], [-1.93, 1.75, 1.52], [-1.55, 1.30, -0.14], [-1.49, 4.30, 0.92], [-1.09, 3.85, -0.73], [0.10, 4.71, 0.26], [-5.27, 5.94, -1.61], [-3.78, 5.85, -1.77], [-3.04, 5.65, -0.83], [-3.23, 6.03, -3.17], [-5.54, 5.78, -0.57], [-5.63, 6.92, -1.94], [-5.76, 5.17, -2.22], [-3.51, 7.01, -3.56], [-3.64, 5.26, -3.83], [-2.14, 5.94, -3.15], [-2.29, -1.21, -0.11], [-3.52, -0.43, -0.53], [-3.43, 0.69, -0.96], [-4.84, -1.13, -0.37], [-1.40, -0.60, -0.27], [-2.34, -1.47, 0.94], [-2.21, -2.13, -0.70], [-5.00, -1.41, 0.67], [-4.86, -2.04, -0.98], [-5.64, -0.47, -0.70], [7.44, 2.83, -0.16], [7.45, 2.39, -1.60], [6.92, 1.37, -1.96], [8.16, 3.29, -2.58], [6.90, 2.10, 0.44], [8.46, 2.92, 0.21], [6.96, 3.80, -0.07], [9.21, 3.40, -2.29], [7.71, 4.28, -2.57], [8.10, 2.87, -3.58], [1.83, -4.49, 8.55], [2.10, -4.05, 7.14], [1.23, -3.56, 6.44], [3.51, -4.23, 6.63], [0.78, -4.31, 8.79], [2.04, -5.56, 8.65], [2.46, -3.94, 9.24], [3.79, -5.28, 6.66], [4.21, -3.67, 7.25], [3.58, -3.87, 5.60], [-3.30, -1.79, -5.70], [-4.25, -1.54, -4.55], [-4.97, -2.42, -4.13], [-4.25, -0.16, -3.95], [-3.39, -2.81, -6.04], [-3.53, -1.11, -6.53], [-2.27, -1.60, -5.38], [-4.50, 0.59, -4.70], [-3.26, 0.07, -3.55], [-4.98, -0.11, -3.14], [-5.21, 2.53, 1.95], [-6.44, 2.98, 1.19], [-6.51, 4.09, 0.71], [-7.56, 1.98, 1.05], [-4.48, 3.33, 1.97], [-5.48, 2.25, 2.97], [-4.77, 1.65, 1.46], [-7.92, 1.69, 2.04], [-7.21, 1.09, 0.53], [-8.38, 2.42, 0.49]]
}

Record 5
{
  "formula": "C49H54BrCl2CsF5N7O6SSeSi",
  "method": "wB97M-V/def2-TZVPD",
  "charge": -2,
  "energy_ha": -9837.261115,
  "gap_ev": 3.537,
  "species": ["Cs", "C", "C", "C", "C", "C", "N", "C", "C", "C", "N", "C", "C", "C", "C", "C", "C", "C", "C", "N", "C", "C", "C", "N", "C", "C", "C", "C", "O", "C", "O", "H", "H", "H", "H", "H", "H", "H", "H", "H", "H", "H", "H", "H", "H", "H", "H", "H", "H", "H", "H", "H", "H", "H", "H", "H", "H", "H", "H", "Br", "C", "C", "C", "C", "C", "C", "N", "N", "C", "C", "C", "C", "O", "C", "N", "C", "C", "C", "C", "H", "H", "H", "H", "H", "H", "H", "H", "H", "O", "H", "H", "O", "H", "H", "Cl", "C", "Cl", "H", "H", "O", "H", "H", "C", "Si", "C", "C", "Se", "H", "H", "H", "H", "H", "H", "H", "H", "H", "F", "C", "C", "F", "C", "F", "C", "S", "C", "F", "C", "F"],
  "positions_angstrom": [[-0.71, -0.23, 0.57], [2.23, 7.45, 1.35], [2.06, 6.01, 0.92], [3.11, 5.13, 0.84], [2.93, 3.75, 0.81], [4.00, 2.91, 1.11], [3.81, 1.62, 1.25], [4.87, 0.72, 1.61], [4.85, 0.25, 3.07], [3.48, 0.12, 3.74], [3.14, -1.27, 3.99], [2.47, -1.71, 5.06], [1.16, -1.34, 5.51], [0.92, -1.48, 6.87], [-0.27, -1.12, 7.50], [-0.53, -1.45, 8.97], [-1.23, -0.54, 6.69], [-1.06, -0.35, 5.29], [-2.17, 0.24, 4.61], [-2.23, 0.64, 3.39], [-3.57, 1.27, 3.12], [-3.43, 2.76, 2.88], [-2.88, 3.03, 1.48], [-1.40, 3.25, 1.48], [-0.86, 3.69, 0.41], [0.53, 4.15, 0.45], [0.80, 5.50, 0.65], [1.61, 3.21, 0.47], [1.50, 1.98, 0.13], [0.07, -0.88, 4.58], [0.12, -1.09, 3.35], [3.28, 7.66, 1.52], [1.64, 7.62, 2.26], [1.82, 8.16, 0.64], [4.16, 5.54, 0.91], [5.00, 3.30, 1.22], [2.88, 1.29, 0.87], [5.83, 1.21, 1.42], [4.81, -0.13, 0.91], [5.50, 0.85, 3.74], [5.40, -0.71, 3.06], [2.69, 0.57, 3.15], [3.46, 0.63, 4.74], [3.26, -1.92, 3.22], [2.95, -2.37, 5.78], [1.68, -1.98, 7.48], [0.40, -1.40, 9.56], [-0.99, -2.41, 9.09], [-1.22, -0.71, 9.35], [-2.20, -0.27, 7.11], [-3.06, 0.43, 5.25], [-4.30, 1.06, 3.90], [-3.96, 0.80, 2.22], [-2.87, 3.28, 3.64], [-4.45, 3.14, 2.89], [-3.41, 3.89, 1.03], [-3.19, 2.21, 0.80], [-1.28, 3.62, -0.63], [-0.05, 6.19, 0.53], [-7.31, -5.70, -5.02], [-7.35, -3.75, -5.32], [-6.15, -3.10, -5.63], [-6.03, -1.72, -5.62], [-7.14, -0.91, -5.34], [-8.40, -1.57, -5.18], [-8.51, -2.97, -5.16], [-7.11, 0.44, -4.92], [-5.98, 1.06, -5.02], [-5.20, 1.52, -4.04], [-4.16, 2.41, -4.49], [-2.92, 2.24, -3.98], [-2.64, 1.21, -3.00], [-1.44, 0.87, -2.83], [-3.80, 0.64, -2.30], [-3.59, -0.14, -1.19], [-4.62, -0.77, -0.64], [-5.95, -0.38, -0.90], [-6.16, 0.49, -1.95], [-5.09, 0.88, -2.75], [-5.33, -3.77, -5.88], [-5.07, -1.27, -5.82], [-9.28, -0.92, -5.10], [-9.45, -3.47, -5.04], [-4.38, 3.08, -5.32], [-1.99, 2.75, -4.31], [-4.42, -1.65, -0.02], [-6.75, -0.77, -0.27], [-7.13, 0.94, -2.18], [0.88, 2.41, -3.07], [0.03, 1.90, -3.03], [1.62, 1.81, -2.75], [0.82, -4.03, 2.45], [1.67, -3.62, 2.19], [0.32, -3.22, 2.69], [-2.54, -3.92, 0.87], [-1.82, -4.00, -0.80], [-1.05, -5.56, -1.14], [-1.06, -3.23, -0.88], [-2.66, -3.82, -1.48], [0.49, -1.44, -1.82], [0.04, -0.77, -2.34], [1.45, -1.26, -1.94], [3.92, -0.25, -5.94], [4.41, 0.90, -4.55], [6.28, 1.05, -4.30], [3.70, 2.66, -4.75], [3.55, 0.27, -2.56], [4.33, 0.04, -6.90], [2.86, -0.24, -6.04], [4.29, -1.24, -5.71], [6.77, 1.52, -5.15], [6.73, 0.07, -4.12], [6.52, 1.66, -3.42], [4.05, 3.03, -5.71], [4.06, 3.31, -3.95], [2.61, 2.61, -4.76], [5.70, -8.13, -0.54], [5.10, -6.95, -0.25], [5.60, -6.11, 0.78], [6.61, -6.54, 1.56], [4.99, -4.88, 1.03], [5.44, -4.16, 2.07], [3.91, -4.39, 0.26], [3.27, -2.87, 0.60], [3.47, -5.27, -0.76], [2.49, -4.85, -1.58], [3.98, -6.54, -0.96], [3.43, -7.37, -1.89]]
}